Entry 1:
{"formula": "C20H15IN2O2PtS2Te4", "method": "ωB97M-V/def2-TZVPD", "elements": ["Pt", "Te", "Te", "Te", "Te", "O", "C", "C", "C", "C", "C", "C", "C", "O", "N", "N", "C", "S", "C", "C", "S", "H", "H", "H", "H", "H", "H", "H", "H", "H", "I", "C", "C", "C", "C", "C", "C", "C", "C", "C", "C", "H", "H", "H", "H", "H", "H"], "positions_angstrom": [[0.018, -0.223, -0.208], [1.556, -2.338, -0.219], [2.388, -2.633, 2.296], [2.956, 0.066, 2.691], [2.431, 0.982, 0.228], [-0.298, 2.979, -4.701], [0.263, 1.833, -5.117], [0.609, 1.748, -6.467], [1.185, 0.601, -6.970], [1.433, -0.493, -6.144], [1.097, -0.417, -4.810], [0.513, 0.736, -4.272], [0.181, 0.757, -2.838], [0.470, -0.322, -2.166], [-0.399, 1.807, -2.330], [-0.647, 1.724, -0.963], [-1.321, 2.713, -0.504], [-1.790, 2.826, 1.172], [-2.182, 4.592, 1.077], [-2.824, 4.846, -0.270], [-1.803, 4.044, -1.535], [-0.496, 2.887, -3.744], [0.409, 2.605, -7.095], [1.446, 0.556, -8.020], [1.885, -1.391, -6.541], [1.283, -1.252, -4.149], [-1.265, 5.169, 1.195], [-2.860, 4.823, 1.898], [-2.862, 5.910, -0.502], [-3.832, 4.434, -0.310], [-0.638, -0.353, 2.269], [-2.476, -1.242, 1.828], [-3.321, -1.573, 2.844], [-4.560, -2.167, 2.526], [-4.892, -2.389, 1.222], [-4.014, -2.041, 0.166], [-4.375, -2.251, -1.185], [-3.518, -1.892, -2.179], [-2.259, -1.325, -1.879], [-1.846, -1.110, -0.592], [-2.750, -1.461, 0.461], [-3.057, -1.386, 3.877], [-5.239, -2.439, 3.323], [-5.845, -2.836, 0.969], [-5.338, -2.694, -1.408], [-3.791, -2.044, -3.216], [-1.609, -1.087, -2.710]], "e_above_lowest_kcal_mol": 0.0, "lumo_ev": -1.192, "e_tot_ha": -3316.64205, "largest_force_ha_per_bohr": 0.01409, "gap_ha": 0.208}

---

Entry 2:
{"formula": "C20H15N3O6", "method": "ωB97M-V/def2-TZVPD", "elements": ["C", "C", "O", "C", "O", "C", "O", "C", "C", "C", "O", "C", "C", "N", "N", "C", "N", "C", "C", "C", "C", "C", "C", "C", "C", "C", "O", "C", "O", "H", "H", "H", "H", "H", "H", "H", "H", "H", "H", "H", "H", "H", "H", "H"], "positions_angstrom": [[5.085, -0.861, -0.802], [4.231, -1.935, -1.381], [2.857, -1.433, -1.629], [1.948, -1.274, -0.537], [1.354, -2.514, -0.256], [0.966, -0.154, -0.809], [1.563, 1.156, -0.680], [0.837, 2.341, -0.392], [-0.506, 2.282, -0.685], [-1.114, 0.948, -0.980], [-2.352, 0.865, -1.200], [-0.347, -0.327, -1.069], [-1.110, -1.612, -1.150], [-0.808, -2.602, -1.989], [-1.746, -3.536, -1.909], [-2.604, -3.203, -0.921], [-2.197, -2.027, -0.411], [-2.534, -1.446, 0.868], [-3.742, -0.727, 0.974], [-3.909, 0.006, 2.124], [-3.010, -0.062, 3.224], [-1.786, -0.750, 3.094], [-1.571, -1.449, 1.904], [-1.411, 3.411, -0.409], [-0.884, 4.670, -0.183], [0.569, 4.857, -0.106], [0.987, 6.047, 0.020], [1.470, 3.688, -0.096], [2.698, 3.574, -0.006], [4.901, 0.014, -1.431], [4.968, -0.557, 0.175], [6.126, -1.145, -0.753], [4.660, -2.300, -2.336], [4.139, -2.805, -0.660], [2.572, -0.971, 0.412], [1.116, -2.899, -1.112], [-3.354, -3.919, -0.482], [-4.534, -0.829, 0.281], [-4.828, 0.488, 2.174], [-3.193, 0.590, 4.063], [-0.993, -0.713, 3.890], [-0.577, -1.838, 1.781], [-2.501, 3.308, -0.563], [-1.435, 5.642, -0.043]], "e_above_lowest_kcal_mol": 47.5, "lumo_ev": -2.577, "e_tot_ha": -1386.68491, "largest_force_ha_per_bohr": 0.11834, "smiles": "CCO[C@H](O)c1oc2c(c(=O)c1-c1nncn1-c1ccccc1)C=CC(=O)C2=O", "gap_ha": 0.248}

---

Entry 3:
{"formula": "C20H15N4O6S4Tc", "method": "ωB97M-V/def2-TZVPD", "elements": ["Tc", "C", "O", "C", "O", "N", "N", "H", "H", "H", "H", "H", "H", "O", "C", "O", "C", "C", "C", "C", "C", "C", "S", "H", "H", "H", "H", "S", "C", "S", "C", "C", "N", "C", "N", "O", "C", "O", "C", "C", "C", "C", "S", "C", "C", "H", "H", "H", "H", "H"], "positions_angstrom": [[-0.660, -0.458, 0.554], [-4.864, 1.865, 1.101], [-4.663, 0.486, 1.486], [-3.485, -0.011, 1.172], [-2.623, 0.616, 0.540], [-3.322, -1.258, 1.621], [-2.140, -1.930, 1.292], [-5.855, 2.117, 1.459], [-4.810, 1.965, 0.022], [-4.116, 2.501, 1.563], [-4.006, -1.682, 2.215], [-2.331, -2.656, 0.614], [-1.639, -2.344, 2.110], [-0.677, 1.826, 3.945], [-0.169, 1.189, 3.053], [-0.826, 0.229, 2.399], [1.287, 1.386, 2.704], [2.175, 1.533, 3.765], [3.543, 1.618, 3.545], [4.032, 1.575, 2.247], [3.153, 1.474, 1.179], [1.781, 1.376, 1.398], [0.710, 1.303, -0.014], [1.768, 1.565, 4.767], [4.224, 1.710, 4.383], [5.100, 1.613, 2.063], [3.524, 1.443, 0.160], [1.213, -1.767, 0.857], [0.952, -3.126, 1.970], [-0.455, -3.394, 2.890], [2.067, -3.951, 2.048], [3.243, -3.740, 1.237], [4.187, -3.584, 0.588], [2.093, -5.097, 2.927], [2.173, -6.015, 3.623], [0.261, 3.033, -6.566], [0.722, 1.770, -6.379], [1.416, 1.282, -7.221], [0.288, 1.067, -5.126], [0.378, -0.321, -5.090], [-0.067, -1.030, -3.983], [-0.611, -0.359, -2.884], [-1.287, -1.297, -1.549], [-0.659, 1.035, -2.906], [-0.216, 1.734, -4.016], [-0.325, 3.270, -5.842], [0.800, -0.831, -5.948], [0.001, -2.113, -3.955], [-1.040, 1.563, -2.040], [-0.245, 2.819, -3.980]], "e_above_lowest_kcal_mol": 30.7, "s_squared": 0.77, "lumo_ev": [0.431, 0.888], "total_charge": -1, "spin_multiplicity": 2, "e_tot_ha": -3115.31456, "largest_force_ha_per_bohr": 0.03621, "gap_ha": [0.209, 0.227]}

---

Entry 4:
{"formula": "C20H15N5O5S2V", "method": "ωB97M-V/def2-TZVPD", "elements": ["V", "O", "C", "C", "N", "C", "C", "O", "O", "C", "C", "O", "O", "H", "H", "H", "H", "H", "H", "H", "H", "H", "S", "C", "C", "C", "C", "N", "C", "C", "C", "S", "C", "N", "H", "H", "N", "C", "C", "C", "C", "N", "C", "C", "H", "H", "H", "H"], "positions_angstrom": [[0.042, 0.452, 0.664], [-0.650, -1.290, -0.129], [0.406, -2.166, -0.354], [1.567, -1.433, -1.028], [1.947, -0.197, -0.302], [2.916, -0.444, 0.764], [2.193, -0.996, 2.003], [2.803, -1.703, 2.791], [0.971, -0.615, 2.071], [2.313, 0.859, -1.248], [1.028, 1.373, -1.916], [1.077, 1.860, -3.036], [-0.011, 1.214, -1.179], [-1.633, -1.259, -1.283], [0.742, -2.634, 0.581], [0.114, -2.981, -1.038], [2.437, -2.092, -1.146], [1.230, -1.133, -2.022], [3.721, -1.116, 0.454], [3.346, 0.512, 1.071], [2.739, 1.697, -0.692], [3.032, 0.523, -2.000], [0.934, 2.557, 1.602], [-0.463, 3.334, 2.260], [-0.348, 4.603, 2.840], [-1.428, 5.269, 3.395], [-1.242, 6.568, 3.980], [-1.079, 7.608, 4.446], [-2.694, 4.659, 3.380], [-2.823, 3.401, 2.808], [-1.743, 2.719, 2.247], [-2.013, 1.134, 1.569], [-3.839, 5.311, 3.949], [-4.762, 5.824, 4.408], [0.624, 5.079, 2.856], [-3.795, 2.923, 2.793], [-5.660, -1.576, -6.271], [-4.945, -1.496, -5.358], [-4.075, -1.406, -4.257], [-4.061, -2.420, -3.245], [-3.203, -2.316, -2.202], [-2.343, -1.259, -2.081], [-2.332, -0.269, -3.027], [-3.164, -0.308, -4.097], [-4.735, -3.262, -3.318], [-3.150, -3.048, -1.408], [-1.631, 0.535, -2.844], [-3.146, 0.487, -4.829]], "e_above_lowest_kcal_mol": 0.0, "s_squared": 3.78, "lumo_ev": [4.566, 4.558], "total_charge": -2, "spin_multiplicity": 4, "e_tot_ha": -3161.76320, "largest_force_ha_per_bohr": 0.00609, "gap_ha": [0.217, 0.266]}

---

Entry 5:
{"formula": "C20H15N5O8SV", "method": "ωB97M-V/def2-TZVPD", "elements": ["V", "N", "C", "S", "N", "N", "C", "C", "C", "C", "C", "C", "C", "O", "H", "H", "H", "H", "H", "H", "H", "O", "C", "O", "C", "C", "N", "N", "C", "C", "O", "O", "H", "H", "H", "O", "C", "C", "C", "C", "C", "C", "C", "O", "O", "H", "H", "H", "H", "H"], "positions_angstrom": [[-0.254, 0.405, -0.290], [1.168, 3.139, -3.369], [0.454, 2.267, -2.654], [0.356, 2.512, -0.925], [-0.156, 1.269, -3.201], [-0.907, 0.585, -2.287], [-1.921, -0.044, -2.786], [-2.892, -0.756, -2.032], [-3.931, -1.462, -2.659], [-4.905, -2.071, -1.905], [-4.881, -1.977, -0.511], [-3.884, -1.278, 0.139], [-2.893, -0.680, -0.632], [-1.932, 0.021, -0.018], [1.738, 3.840, -2.928], [1.185, 3.052, -4.372], [-2.048, 0.026, -3.862], [-3.956, -1.524, -3.740], [-5.696, -2.625, -2.391], [-5.656, -2.461, 0.068], [-3.843, -1.205, 1.217], [1.747, 3.131, 4.817], [0.511, 3.585, 4.664], [0.040, 4.425, 5.379], [-0.283, 3.061, 3.510], [-1.588, 3.433, 3.266], [-1.997, 2.748, 2.182], [-1.037, 1.983, 1.672], [0.012, 2.172, 2.456], [1.229, 1.429, 2.073], [2.292, 1.490, 2.628], [1.014, 0.655, 1.016], [2.002, 2.439, 4.171], [-2.232, 4.103, 3.811], [-2.902, 2.778, 1.738], [3.145, -1.332, -2.281], [3.328, -2.101, -1.196], [4.571, -2.720, -1.067], [4.831, -3.536, 0.011], [3.868, -3.765, 1.000], [2.644, -3.163, 0.889], [2.354, -2.320, -0.203], [1.050, -1.711, -0.231], [0.137, -1.826, 0.581], [0.779, -0.809, -1.217], [2.261, -0.923, -2.267], [5.313, -2.540, -1.832], [5.801, -4.007, 0.092], [4.091, -4.405, 1.842], [1.875, -3.308, 1.636]], "e_above_lowest_kcal_mol": 2.8, "lumo_ev": [-5.950, -5.948], "total_charge": 1, "e_tot_ha": -2988.90715, "largest_force_ha_per_bohr": 0.01236, "gap_ha": [0.203, 0.203]}